(1)
Computed, not measured: a 2-piece molecular cluster, C3H7O3 overall, with ωB97M-V/def2-TZVPD.

The geometry in XYZ format:
```
13
Properties=species:S:1:pos:R:3:mulliken_charge:R:1
C -1.01 2.25 1.22 -0.96
C -0.52 0.92 0.62 0.76
O -0.22 0.01 1.42 -0.81
O -0.42 0.88 -0.63 -0.73
H -0.10 2.86 1.34 0.19
H -1.38 2.10 2.24 0.29
H -1.72 2.75 0.57 0.28
C 1.03 -2.09 -1.43 -0.53
O 0.46 -2.18 -0.15 -0.53
H 0.27 -1.25 0.14 0.40
H 1.00 -3.09 -1.89 0.21
H 0.52 -1.35 -2.05 0.22
H 2.10 -1.82 -1.38 0.21
```

## Properties
- LUMO energy (Eh) = 0.160
- 2S+1 = 1
- relative energy (zero: lowest compared OMol25 entry of this formula, charge and spin) (kcal per mole) = 14.22
- total charge = -1


(2)
Computed, not measured: a 2-piece molecular cluster, C3H7O3 overall, with ωB97M-V/def2-TZVPD.

The geometry in XYZ format:
```
13
Properties=species:S:1:pos:R:3:mulliken_charge:R:1
O -1.32 -0.64 0.31 -0.74
C -1.28 -1.88 0.06 0.13
O -1.92 -2.79 0.60 -0.62
H -0.48 -2.19 -0.65 0.15
H -0.07 0.05 -0.58 0.50
C 1.02 1.42 0.19 -0.14
O 0.81 0.46 -0.80 -0.55
C 1.84 2.59 -0.36 -1.07
H 0.07 1.80 0.56 0.25
H 1.57 0.99 1.04 0.20
H 2.21 3.17 0.49 0.33
H 2.71 2.24 -0.89 0.29
H 1.22 3.26 -0.97 0.26
```

## Properties
- LUMO energy (Eh) = 0.143
- 2S+1 = 1
- relative energy (zero: lowest compared OMol25 entry of this formula, charge and spin) (kcal per mole) = 15.43
- total charge = -1


(3)
Computed, not measured: one molecule with the formula C3H7O3PS, with ωB97M-V/def2-TZVPD.

The geometry in XYZ format:
```
15
Properties=species:S:1:pos:R:3:mulliken_spin:R:1
C -1.64 1.02 0.15 0.61
C 1.56 0.23 1.71 0.01
C -0.54 -1.48 -1.63 0.01
O 0.86 1.92 -0.87 0.02
O 0.75 -0.24 0.64 0.01
O 0.02 -0.26 -1.78 0.02
P 0.15 0.72 -0.54 0.07
S -1.76 1.56 1.63 1.20
H -2.44 0.93 -0.61 0.06
H 0.95 0.15 2.69 -0.01
H 1.72 1.29 1.59 0.00
H 2.48 -0.37 1.79 0.00
H -0.36 -2.12 -2.44 0.00
H -1.54 -1.36 -1.58 -0.01
H -0.21 -1.99 -0.75 0.00
```

## Properties
- LUMO energy (spin up / spin down) (Eh) = 0.028 / -0.096
- 2S+1 = 3
- relative energy (zero: lowest compared OMol25 entry of this formula, charge and spin) (kcal per mole) = 0.00
- ⟨S²⟩ = 2.01
- total charge = 0


(4)
Computed, not measured: C3H7O3Rb as an isolated structure, with ωB97M-V/def2-TZVPD.

The geometry in XYZ format:
```
14
Properties=species:S:1:pos:R:3:mulliken_charge:R:1
Rb 3.87 0.97 6.21 0.78
C 4.94 -0.44 2.88 -0.02
O 4.19 -0.27 1.79 -0.88
H 4.33 -0.58 3.82 -0.24
H 5.62 -1.34 2.80 0.14
H 5.67 0.40 3.10 0.04
O 1.32 1.90 9.36 -0.90
C 1.63 0.69 8.94 0.16
C 0.92 -0.01 7.75 -0.33
O 1.06 0.54 6.51 -0.90
H 1.57 -0.13 9.74 0.15
H 2.77 0.60 8.69 -0.29
H -0.15 -0.16 8.07 0.23
H 1.39 -1.04 7.73 0.06
```

## Properties
- LUMO energy (Eh) = 0.144
- 2S+1 = 1
- total charge = -2


(5)
Computed, not measured: a 2-piece molecular cluster, C3H7O3S2 overall, with ωB97M-V/def2-TZVPD.

The geometry in XYZ format:
```
15
Properties=species:S:1:pos:R:3:mulliken_charge:R:1
C 0.57 1.12 0.97 -1.06
C 0.08 -2.14 -0.81 -0.55
C 0.27 0.24 0.04 0.07
O -3.37 1.17 0.74 -0.61
O -2.35 -1.12 1.05 -0.52
O -3.56 -0.44 -1.07 -0.63
S 1.20 -1.20 0.23 -0.15
S -3.38 -0.29 0.42 0.80
H -4.73 -0.82 1.05 0.01
H 1.20 0.94 1.77 0.26
H 0.46 2.11 1.00 0.33
H 0.50 -2.03 -1.80 0.28
H -0.85 -1.72 -0.66 0.02
H 0.03 -3.12 -0.34 0.32
H -0.37 0.32 -0.81 0.46
```

## Properties
- LUMO energy (Eh) = 0.116
- 2S+1 = 1
- relative energy (zero: lowest compared OMol25 entry of this formula, charge and spin) (kcal per mole) = 72.09
- total charge = -1


(6)
Computed, not measured: a 2-piece molecular cluster, C3H7O4P overall, with ωB97M-V/def2-TZVPD.

The geometry in XYZ format:
```
15
Properties=species:S:1:pos:R:3:mulliken_charge:R:1
C 1.26 -2.85 0.01 -0.95
C -0.15 1.24 -0.37 -0.72
C 2.17 -1.86 0.09 0.20
O -2.22 1.48 1.36 -0.55
O -1.49 3.61 0.13 -0.77
O -2.78 1.74 -1.11 -0.77
O 3.42 -1.95 0.31 -0.81
P -1.75 2.16 -0.10 0.82
H 1.54 -3.89 0.15 0.30
H 0.21 -2.66 -0.16 0.22
H 0.51 1.40 0.47 0.26
H 0.31 1.64 -1.27 0.26
H -0.32 0.17 -0.50 0.13
H 1.76 -0.83 -0.07 0.08
H -2.47 0.60 1.06 0.29
```

## Properties
- LUMO energy (Eh) = 0.236
- 2S+1 = 1
- relative energy (zero: lowest compared OMol25 entry of this formula, charge and spin) (kcal per mole) = 0.00
- total charge = -2


(7)
Computed, not measured: an isolated ion of composition C3H7O8S2 and charge -1, with ωB97M-V/def2-TZVPD.

The geometry in XYZ format:
```
20
Properties=species:S:1:pos:R:3:mulliken_charge:R:1
C 3.03 0.48 0.07 -1.48
C 1.83 -0.24 -0.66 0.09
C 0.71 -0.62 0.44 0.22
O -2.41 -2.31 -0.65 -0.71
O -3.86 0.86 0.51 -0.52
O -2.28 2.44 -0.57 -0.61
O -0.24 -1.66 -0.08 -0.35
O -2.26 -1.03 1.29 -0.71
O 1.33 0.70 -1.51 -0.58
O 0.02 0.40 0.85 -0.81
O -1.85 0.06 -0.90 -0.20
S -2.27 1.26 0.26 0.86
S -1.72 -1.21 -0.02 1.25
H 3.73 -0.31 0.47 0.30
H 3.42 1.11 -0.58 0.48
H 2.67 0.95 0.87 0.40
H 2.00 -1.23 -1.11 0.36
H 1.08 -1.11 1.38 0.25
H 0.95 1.43 -1.02 0.35
H -3.87 0.00 0.94 0.41
```

## Properties
- LUMO energy (Eh) = 0.128
- 2S+1 = 1
- relative energy (zero: lowest compared OMol25 entry of this formula, charge and spin) (kcal per mole) = 46.24
- total charge = -1


(8)
Computed, not measured: a 2-piece molecular cluster, C3H7OP overall, with ωB97M-V/def2-TZVPD.

The geometry in XYZ format:
```
12
Properties=species:S:1:pos:R:3:mulliken_charge:R:1
C 1.50 0.54 0.02 0.31
C -1.48 -0.14 0.66 -0.66
C -1.02 0.78 -0.39 -0.75
O 2.12 1.50 0.31 -0.37
P 1.92 -1.22 0.04 -0.07
H -1.06 -1.14 0.52 0.21
H -2.57 -0.23 0.65 0.29
H -1.20 0.23 1.65 0.26
H -1.08 1.85 -0.23 0.33
H -1.03 0.45 -1.42 0.33
H 0.97 -1.57 -0.91 0.05
H 2.93 -1.05 -0.91 0.06
```

## Properties
- LUMO energy (spin up / spin down) (Eh) = 0.012 / 0.025
- 2S+1 = 1
- relative energy (zero: lowest compared OMol25 entry of this formula, charge and spin) (kcal per mole) = 75.20
- total charge = 0


(9)
Computed, not measured: C3H7OPS3 as an isolated structure, with ωB97M-V/def2-TZVPD.

The geometry in XYZ format:
```
15
Properties=species:S:1:pos:R:3:mulliken_spin:R:1
C 1.68 -0.22 -1.26 0.02
C 2.57 -0.65 0.02 -0.09
C -2.99 1.17 0.97 -0.01
O 0.41 -0.70 -1.20 0.04
P -0.58 -0.53 0.03 0.44
S -1.81 -2.03 0.14 0.21
S 1.65 -0.56 1.50 1.14
S -1.40 1.42 0.01 0.17
H 1.84 0.82 -1.23 0.00
H 2.19 -0.57 -2.30 0.00
H 2.98 -1.61 -0.12 0.04
H 3.33 0.02 0.01 0.03
H -3.45 0.13 0.84 0.00
H -3.65 2.01 0.57 0.01
H -2.77 1.29 1.99 0.00
```

## Properties
- LUMO energy (spin up / spin down) (Eh) = 0.019 / -0.106
- 2S+1 = 3
- ⟨S²⟩ = 2.01
- total charge = 0


(10)
Computed, not measured: a 2-piece molecular cluster, C3H7OS overall, with ωB97M-V/def2-TZVPD.

The geometry in XYZ format:
```
12
Properties=species:S:1:pos:R:3:mulliken_charge:R:1
C 2.34 -0.11 -0.77 -0.81
S 1.67 0.52 0.80 -0.67
H 1.66 0.15 -1.64 0.18
H 2.41 -1.22 -0.73 0.16
H 3.24 0.35 -1.03 0.29
O -2.69 0.01 -1.08 -0.59
C -1.64 0.12 -0.38 0.41
C -1.63 -0.02 1.12 -0.59
H -0.63 0.16 -0.85 0.05
H -0.60 -0.35 1.25 0.09
H -1.79 1.00 1.58 0.18
H -2.35 -0.62 1.72 0.29
```

## Properties
- LUMO energy (Eh) = 0.150
- 2S+1 = 1
- relative energy (zero: lowest compared OMol25 entry of this formula, charge and spin) (kcal per mole) = 27.51
- total charge = -1


Computed F_max (hartree/bohr) in order:
0.019; 0.022; 0.093; 0.022; 0.085; 0.025; 0.143; 0.047; 0.083; 0.084
Computed electronic energy (eV) in order:
-9368.5415; -9368.4892; -29489.4579; -10017.2657; -31036.8613; -20705.3724; -41273.7875; -14556.9583; -47064.0983; -16107.0843